(1)
Molecular formula: C16H15Cl2N3O3
Method: DFT, ωB97M-V/def2-TZVPD

XYZ file:
```
39
Properties=species:S:1:pos:R:3:forces:R:3
C 4.0823 -1.3312 -1.8613 -0.5 7.1 6.0
C 2.9935 -1.5050 -0.6941 -1.8 -0.1 -5.3
O 3.0410 -0.4858 0.2620 6.7 -0.7 -5.9
C 2.2417 -0.3658 1.1772 -2.5 2.6 4.2
C 2.4955 0.8669 2.0669 -3.3 -6.5 -2.9
C 1.4852 0.9285 2.8926 -1.1 2.8 3.5
C 0.4346 -0.0215 2.9955 -1.2 11.6 8.4
C 0.1931 -0.8872 2.2208 -4.1 -13.7 -8.1
C 1.1661 -1.1724 1.2302 -1.1 -1.4 1.5
H 1.0996 -2.1478 0.7395 0.1 0.8 -0.2
H -0.7671 -1.7216 2.2377 2.6 2.9 0.1
N -0.7945 0.5589 3.8137 16.2 2.2 5.7
C -1.9398 0.3375 3.9083 -19.0 -4.7 -2.0
O -2.9015 -0.0221 4.7400 5.1 2.0 -1.7
N -2.6228 0.4997 2.5548 -3.1 -2.4 -0.2
N -1.8970 0.5871 1.3401 -1.5 8.9 9.3
C -1.7088 -0.2210 0.4576 -3.3 -7.0 -6.8
O -2.2715 -1.3530 0.3886 1.6 1.0 0.7
C -1.1645 0.3841 -0.7338 4.3 -2.8 -5.6
C 0.0445 1.0511 -0.6109 1.8 3.4 -0.6
C 0.9551 1.6086 -1.6173 -12.8 -12.8 -5.0
C 0.6824 0.8676 -3.0071 2.5 5.1 6.4
C -0.4756 0.1483 -3.1732 3.3 1.7 4.8
C -1.2474 -0.3129 -2.1671 -1.0 4.2 5.5
Cl -2.7457 -0.9037 -2.5242 -1.8 -1.5 -0.8
H -0.6142 -0.1590 -4.0472 -1.6 -2.7 -7.4
Cl 1.9612 1.4274 -4.0436 -0.7 -0.8 -1.1
H 1.6219 2.1734 -1.4144 8.7 6.9 2.2
H 0.3451 1.4211 0.3748 -0.4 -0.2 0.1
H -1.6632 1.6060 1.3455 0.3 -1.6 -1.3
H -3.6906 0.0749 2.4146 4.2 1.1 0.8
H -0.4328 0.6846 4.8974 -0.8 -0.4 -3.3
H 1.4175 1.8176 3.5572 -0.1 -0.8 -0.2
H 3.3301 1.3858 1.8865 2.7 2.3 -0.3
H 3.2682 -2.4974 -0.3951 -0.7 -0.5 1.3
H 1.8436 -1.5002 -1.3243 3.2 -0.1 2.2
H 4.0092 -1.8347 -2.6527 -1.5 -5.3 -5.8
H 5.0869 -1.5340 -1.4793 0.0 0.7 0.1
H 3.9094 -0.2850 -2.3892 1.0 -1.4 1.7
```
Forces are in eV/Å.

Summary:
- Energy relative to the best compared isomer or geometry (same formula, charge and spin): 298.1 kcal per mole
- Orbital gap: 7.97 eV
- Structure (SMILES): CCOc1ccc(NC(=O)NNC(=O)c2ccc(Cl)cc2Cl)cc1
- Energy: -52479.6316 eV
- HOMO energy: -8.651 eV

Now the Mulliken charges, all in e: -1.536, -0.066, -0.284, 0.236, -1.635, -0.033, -0.176, 0.047, -0.040, 0.504, 0.474, 0.010, 0.201, -0.706, -0.745, 0.294, 0.825, -0.743, 0.324, -0.317, -1.490, 0.080, -0.920, 0.427, -0.158, 0.683, -0.172, 0.982, 0.238, 0.399, 0.309, 0.355, 0.332, 0.659, 0.354, 0.117, 0.614, 0.356, 0.200

(2)
Molecular formula: C60H76BClFeN6S3Sb
Method: DFT, ωB97M-V/def2-TZVPD

XYZ file:
```
149
Properties=species:S:1:pos:R:3:forces:R:3
Fe -0.7897 0.1336 -0.5031 -0.2 -0.5 -0.8
C 0.0063 -5.0776 0.4168 0.0 0.0 0.0
C 1.0023 -3.9618 0.4201 -0.3 0.8 -0.3
C 2.3590 -4.2159 0.6356 0.2 -0.1 0.1
C 3.2703 -3.1462 0.5143 -0.4 -0.1 -0.1
N 2.8849 -1.9447 0.1933 1.3 0.0 -0.1
N 1.5791 -1.6631 0.0270 -0.6 0.3 0.0
B 1.2822 -0.2291 -0.3752 -1.2 -1.1 0.1
N 1.9368 0.1380 -1.7151 0.5 0.4 -1.6
N 3.1823 0.5929 -1.6655 0.1 0.1 0.3
C 3.7785 0.9907 -2.7541 0.0 0.0 -0.1
C 3.1365 0.9348 -4.0125 -0.9 -0.4 0.3
C 1.8439 0.4619 -4.0825 1.1 0.4 -0.3
C 1.0612 0.3919 -5.3493 0.1 0.0 0.0
C 1.2453 0.0476 -2.8768 0.0 -0.2 1.2
S -0.3410 -0.5174 -2.7795 -0.3 -0.3 -0.6
C 5.1965 1.5035 -2.6088 0.2 0.0 0.1
C 5.6057 1.5028 -1.1358 0.0 0.0 -0.2
C 6.1275 0.5702 -3.3929 -0.1 0.1 0.1
C 5.2901 2.9308 -3.1618 0.0 -0.2 0.1
N 1.7557 0.7785 0.6575 0.5 1.9 1.5
N 2.5453 0.4400 1.6638 -0.1 -0.1 -0.4
C 2.8675 1.3301 2.5733 0.0 0.1 0.1
C 2.3912 2.6473 2.5180 -0.7 0.1 -1.0
C 1.5277 3.0121 1.4884 1.0 0.1 1.2
C 0.9139 4.3707 1.4092 0.0 0.0 0.0
C 1.2196 2.0302 0.5510 0.0 -1.0 -0.6
S 0.0565 2.2380 -0.6946 0.2 0.7 0.1
C 3.8544 0.8693 3.6288 0.3 -0.2 0.1
C 5.2550 1.2025 3.0891 -0.1 0.0 0.1
C 3.7326 -0.6414 3.8312 0.0 0.2 -0.1
C 3.6277 1.5755 4.9683 0.0 0.0 -0.2
C 0.6307 -2.6531 0.1577 0.1 -1.1 0.1
S -1.0499 -2.1888 -0.1157 0.4 -0.3 -0.3
C 4.7600 -3.3548 0.7064 0.2 0.1 -0.1
C 5.0475 -3.8356 2.1345 -0.1 0.1 -0.2
C 5.4943 -2.0424 0.4441 -0.1 -0.2 0.1
C 5.2635 -4.4180 -0.2773 -0.1 0.1 0.1
H 0.5054 -6.0415 0.4693 0.1 -0.1 0.0
H -0.5896 -5.0363 -0.4942 -0.1 -0.1 0.0
H -0.6750 -4.9916 1.2614 -0.1 -0.1 0.0
H 2.6876 -5.2192 0.8437 0.1 -0.1 0.1
H 3.6435 1.2649 -4.9054 0.1 0.1 -0.1
H 1.6561 0.7401 -6.1900 0.0 0.0 -0.1
H 0.1596 0.9997 -5.2620 0.0 0.0 0.0
H 0.7414 -0.6343 -5.5277 -0.1 0.0 -0.1
H 5.5068 0.5063 -0.7208 0.0 -0.1 0.2
H 4.9669 2.1668 -0.5613 -0.1 0.1 0.1
H 6.6367 1.8316 -1.0329 0.2 0.1 0.0
H 6.0305 -0.4489 -3.0252 0.0 -0.1 0.0
H 7.1617 0.8845 -3.2740 0.1 0.0 0.0
H 5.8864 0.5756 -4.4526 0.0 0.0 -0.2
H 4.6169 3.5930 -2.6212 -0.1 0.1 0.0
H 5.0334 2.9679 -4.2172 0.0 0.1 -0.2
H 6.3054 3.3023 -3.0448 0.1 0.1 0.0
H 2.6598 3.3742 3.2654 0.0 0.1 0.2
H 0.9858 4.8826 2.3657 0.1 0.1 0.0
H -0.1337 4.2931 1.1215 0.0 0.0 0.0
H 1.4181 4.9654 0.6473 0.0 0.1 -0.1
H 5.4123 0.7203 2.1267 0.1 -0.1 -0.1
H 6.0222 0.8595 3.7806 0.1 0.0 0.1
H 5.3688 2.2763 2.9527 0.0 0.1 0.0
H 3.7158 -1.1346 2.8661 0.0 -0.2 0.0
H 2.8094 -0.8753 4.3530 -0.2 -0.1 0.1
H 4.5714 -1.0098 4.4180 0.1 0.0 0.1
H 3.9155 2.6232 4.9259 0.0 0.2 0.0
H 4.2242 1.1009 5.7443 0.1 0.0 0.0
H 2.5813 1.5115 5.2565 -0.2 0.0 0.1
H 4.7546 -3.0856 2.8633 0.0 0.1 0.1
H 6.1145 -4.0249 2.2423 0.1 0.0 0.1
H 4.5120 -4.7567 2.3515 0.0 -0.1 0.1
H 5.1062 -1.2666 1.0956 0.0 0.2 0.0
H 5.3276 -1.7287 -0.5824 0.0 0.1 -0.1
H 6.5613 -2.1630 0.6153 0.2 -0.1 0.0
H 4.8110 -5.3847 -0.0740 -0.1 -0.1 0.0
H 6.3422 -4.5236 -0.1816 0.1 0.0 0.0
H 5.0380 -4.1350 -1.3025 -0.1 0.0 -0.1
C -5.5746 3.4090 -1.8081 0.0 -0.1 -0.1
C -5.2743 3.1344 -0.3640 0.0 0.1 -0.1
C -5.9139 3.9253 0.5855 0.0 0.1 0.1
C -5.7827 3.6918 1.9410 0.0 0.0 0.0
C -5.0238 2.6166 2.3677 0.0 0.1 0.2
C -4.3577 1.8445 1.4354 0.2 -0.1 0.1
C -4.4352 2.1082 0.0725 0.4 -0.4 -0.1
Sb -3.1347 0.8550 -1.1520 -1.4 0.6 -0.6
C -2.7630 2.2247 -2.8026 -0.1 -0.3 0.3
C -2.7824 1.6519 -4.0704 0.0 -0.1 0.0
C -2.4388 2.3788 -5.1954 -0.1 -0.1 -0.1
C -2.0891 3.7107 -5.0598 0.0 0.1 -0.1
C -2.0718 4.2859 -3.8050 0.0 0.0 0.0
C -2.3862 3.5599 -2.6587 0.0 0.0 -0.1
C -2.2965 4.2824 -1.3463 -0.1 0.0 0.1
C -4.8186 -0.2933 -1.9939 0.4 0.2 0.2
C -6.1069 0.0912 -1.6371 -0.1 0.1 0.0
C -7.2227 -0.5539 -2.1351 -0.1 0.0 0.1
C -7.0726 -1.6414 -2.9765 0.0 0.0 0.0
C -5.7985 -2.0727 -3.2850 -0.1 0.0 0.0
C -4.6680 -1.4138 -2.8081 0.1 -0.1 -0.1
C -3.3373 -1.9708 -3.2077 0.0 0.1 0.0
H -6.6530 3.4766 -1.9439 -0.1 0.0 -0.1
H -5.1955 2.6223 -2.4554 -0.1 0.1 -0.1
H -5.1464 4.3590 -2.1217 0.1 0.1 -0.1
H -6.5289 4.7467 0.2450 -0.1 0.1 -0.1
H -6.2916 4.3260 2.6515 0.0 0.0 0.1
H -4.9436 2.3910 3.4220 0.0 0.0 0.1
H -3.7645 1.0050 1.7765 0.0 0.0 0.0
H -3.0550 0.6106 -4.1744 0.0 -0.1 -0.1
H -2.4379 1.9087 -6.1697 0.0 0.0 0.0
H -1.8310 4.3005 -5.9281 0.0 0.0 -0.1
H -1.7942 5.3265 -3.7017 0.0 0.1 0.0
H -3.0705 5.0456 -1.2698 -0.1 0.1 0.0
H -1.3308 4.7789 -1.2702 0.0 0.0 0.1
H -2.4011 3.6036 -0.5044 0.0 0.1 0.1
H -6.2507 0.9037 -0.9443 -0.1 0.1 0.0
H -8.2079 -0.2141 -1.8552 -0.1 0.0 0.1
H -7.9395 -2.1484 -3.3738 -0.1 -0.1 0.0
H -5.6609 -2.9443 -3.9097 0.0 -0.1 -0.1
H -3.3373 -3.0524 -3.0880 0.1 -0.1 0.0
H -2.5255 -1.5503 -2.6175 -0.1 -0.2 0.0
H -3.1421 -1.7612 -4.2583 0.2 0.0 -0.1
C -4.1044 -1.9899 1.3651 0.2 -0.1 -0.1
C -3.2156 -3.2450 1.3069 -0.3 -0.1 0.0
C -3.4962 -4.0808 2.5643 0.1 0.1 -0.2
C -3.5604 -4.0530 0.0496 0.0 0.1 0.2
C -1.7790 -2.8439 1.2838 -0.3 0.2 0.4
H -5.1493 -2.2658 1.4800 -0.2 0.0 0.0
H -4.0032 -1.4137 0.4460 0.0 0.1 0.0
H -3.8059 -1.3711 2.2072 0.0 0.2 0.1
H -4.5261 -4.4326 2.5497 -0.1 0.0 0.0
H -3.3477 -3.4834 3.4611 0.0 0.1 0.1
H -2.8441 -4.9499 2.6278 0.1 -0.1 -0.1
H -4.6260 -4.2566 0.0153 -0.2 -0.1 0.0
H -3.0222 -4.9979 0.0369 0.1 -0.1 0.0
H -3.2856 -3.4908 -0.8363 0.0 0.0 -0.2
H -1.2269 -2.7656 2.2045 0.1 -0.1 0.2
Cl -0.6416 -1.4327 7.4970 0.0 0.0 0.1
C -0.8203 -0.8950 5.8611 -0.1 0.1 -0.1
C -1.7702 0.0747 5.5499 0.1 -0.1 0.2
C -1.8807 0.5315 4.2612 0.1 0.0 -0.3
C -1.0443 0.0428 3.2244 0.0 -0.5 0.8
C -1.1309 0.5125 1.9200 0.0 0.5 -0.1
C -0.1057 -0.9635 3.5803 0.0 0.3 -0.2
C 0.0037 -1.4179 4.8698 0.0 -0.1 0.3
H -2.4091 0.4613 6.3282 -0.1 0.0 0.1
H -2.6134 1.2874 4.0221 -0.1 0.1 0.0
H -0.3767 0.1360 1.2288 0.3 -0.1 0.4
H -1.6052 1.4578 1.7161 -0.1 0.1 0.0
H 0.5796 -1.3248 2.8257 0.1 -0.1 -0.1
H 0.7284 -2.1761 5.1295 0.1 0.0 0.0
```
Forces are in eV/Å.

Summary:
- Orbital gap (alpha / beta): 5.01 / 5.97 eV
- Energy: -159021.6819 eV
- HOMO energy (alpha / beta): -5.212 / -6.728 eV
- Spin multiplicity: 6

Atomic partial charges in e from the Mulliken method, atoms 1 to 99: -0.493, -1.254, 0.740, -1.242, 0.347, -0.307, 0.462, 0.851, 0.181, -0.381, 0.194, -1.136, 0.386, -1.512, 0.759, 0.002, 2.542, -1.767, -1.762, -1.794, 1.106, -0.041, -0.152, -1.078, 0.577, -1.684, 0.318, -0.481, 2.391, -1.684, -1.386, -2.121, -1.256, 1.102, 2.326, -1.396, -1.825, -1.914, 0.521, 0.250, 0.094, 0.421, 0.413, 0.432, 0.163, 0.337, -0.008, 0.241, 0.621, 0.296, 0.488, 0.356, 0.312, 0.357, 0.471, 0.432, 0.434, 0.207, 0.295, 0.123, 0.480, 0.417, -0.227, 0.079, 0.649, 0.382, 0.447, 0.385, 0.087, 0.491, 0.326, 0.007, 0.235, 0.500, 0.355, 0.494, 0.356, -1.717, 1.768, -0.791, -1.052, -1.135, -0.513, 0.645, 0.871, 1.354, -0.366, -0.560, -0.906, -0.881, 1.262, -1.612, 1.713, -0.957, -1.111, -0.818, -0.847, 0.859, -2.392

(3)
Molecular formula: C21H19AsCl3N2SSn
Method: DFT, ωB97M-V/def2-TZVPD

XYZ file:
```
48
Properties=species:S:1:pos:R:3:forces:R:3
Sn 0.2753 -0.8185 -0.0294 0.0 -0.1 0.2
C -2.4089 -0.8733 3.5247 0.0 0.0 0.0
C -1.7244 -0.0058 4.3622 0.0 0.0 0.0
C -0.5251 0.5625 3.9603 0.0 0.0 0.0
C 0.0057 0.2646 2.7061 -0.1 0.0 0.1
C -0.6939 -0.6122 1.8711 0.0 0.0 -0.2
C -1.8939 -1.1747 2.2677 0.0 0.0 0.0
C 1.2862 0.8355 2.2320 0.0 0.0 0.0
C 2.0569 1.7204 3.0119 0.0 0.0 0.0
C 3.2324 2.2066 2.5240 0.0 0.0 0.0
C 3.6967 1.8143 1.2491 0.0 0.0 0.0
C 4.9220 2.2668 0.7102 0.0 0.0 0.0
C 5.3425 1.8300 -0.5133 0.0 0.0 0.0
C 4.5532 0.9173 -1.2406 0.0 0.0 0.0
C 3.3563 0.4726 -0.7465 0.0 0.0 0.0
C 2.8992 0.9206 0.5075 0.0 0.0 0.0
N 1.7028 0.4756 1.0179 0.0 0.0 -0.1
H -3.3438 -1.3136 3.8446 0.0 0.0 0.0
H -2.1260 0.2325 5.3375 0.0 0.0 0.0
H -0.0180 1.2341 4.6384 0.0 0.0 0.0
H -2.4377 -1.8494 1.6184 0.0 0.0 0.0
H 1.7156 2.0125 3.9918 0.0 0.0 0.0
H 3.8273 2.8922 3.1150 0.0 0.0 0.0
H 5.5223 2.9578 1.2882 0.0 0.0 0.0
H 6.2822 2.1715 -0.9237 0.0 0.0 0.0
H 4.9062 0.5594 -2.1989 0.0 0.0 0.0
H 2.7659 -0.2425 -1.3086 0.0 0.0 0.0
Cl -2.8590 3.5217 -2.5106 0.0 0.0 0.0
C -2.2696 3.5775 -0.8448 0.0 0.0 0.0
Cl -3.5951 3.4203 0.3031 0.0 0.0 0.0
Cl -1.3338 5.0384 -0.5520 0.0 0.0 0.0
C -1.3778 2.4211 -0.6583 0.0 0.0 0.0
N -0.6884 1.5180 -0.5168 0.0 0.0 0.0
S 2.5810 -3.6506 1.5388 0.0 0.0 0.0
C 1.7840 -2.5390 0.9303 0.0 0.0 0.0
C 1.2541 0.7644 -4.2008 0.0 0.0 0.0
As 0.3808 -0.5445 -3.0659 0.0 0.0 0.0
C 0.9747 -2.2608 -3.7319 0.0 0.0 0.0
C -1.4868 -0.4540 -3.5579 0.0 0.0 0.0
H 0.9957 0.5529 -5.2385 0.0 0.0 0.0
H 2.3322 0.7008 -4.0697 0.0 0.0 0.0
H 0.9160 1.7626 -3.9313 0.0 0.0 0.0
H 0.8363 -2.2884 -4.8123 0.0 0.0 0.0
H 0.3905 -3.0551 -3.2711 0.0 0.0 0.0
H 2.0286 -2.4056 -3.5009 0.0 0.0 0.0
H -1.5822 -0.6633 -4.6230 0.0 0.0 0.0
H -1.8711 0.5427 -3.3480 0.0 0.0 0.0
H -2.0559 -1.1897 -2.9928 0.0 0.0 0.0
```
Forces are in eV/Å.

Summary:
- Energy relative to the best compared isomer or geometry (same formula, charge and spin): 0.0 kcal per mole
- Orbital gap (alpha / beta): 6.80 / 6.58 eV
- Total charge: +2
- Energy: -140120.8014 eV
- HOMO energy (alpha / beta): -13.411 / -14.318 eV
- Spin multiplicity: 2

Now the Mulliken charges, all in e: 1.189, -0.668, -0.859, -0.765, 0.695, 0.056, -0.851, 1.370, -1.006, -0.957, 1.295, -0.876, -0.714, -0.898, -0.350, 0.228, 0.256, 0.443, 0.448, 0.439, 0.463, 0.445, 0.482, 0.458, 0.426, 0.451, 0.069, -0.084, 0.789, -0.057, -0.056, -0.435, -0.125, 0.033, 0.045, -1.083, 0.406, -1.112, -0.878, 0.429, 0.361, 0.357, 0.424, 0.357, 0.369, 0.424, 0.206, 0.359